Record 1
Molecular formula: C41H61Cl3N3OP2PtSi
Method: DFT, ωB97M-V with the def2-TZVPD basis set

Each line ends with the Mulliken spin population.
Geometry (Å):
Pt -0.591 0.407 1.198  0.023
C -3.724 -0.624 0.733  0.002
Si -2.129 -0.393 -0.275  0.011
C -1.438 -2.067 -0.869  0.008
C -1.715 -2.682 -2.089  -0.003
C -1.088 -3.867 -2.452  0.000
C -0.170 -4.461 -1.598  0.000
C 0.115 -3.874 -0.374  -0.001
C -0.514 -2.686 -0.014  0.001
P -0.256 -1.777 1.536  0.015
C 1.467 -2.020 2.105  0.000
C 2.435 -1.563 1.004  0.004
C 3.878 -1.518 1.518  0.000
C 4.194 -2.683 2.476  0.000
C 3.238 -3.848 2.247  0.000
C 1.819 -3.432 2.642  0.000
C -1.417 -2.499 2.778  -0.008
C -1.783 -3.973 2.575  0.002
C -2.991 -4.331 3.451  0.000
C -2.919 -3.681 4.846  0.000
C -1.485 -3.298 5.193  0.000
C -0.980 -2.213 4.238  0.003
C -2.733 0.406 -1.901  0.007
C -3.955 -0.095 -2.372  -0.010
C -4.562 0.395 -3.519  0.007
C -3.962 1.422 -4.234  -0.003
C -2.741 1.916 -3.808  0.008
C -2.126 1.402 -2.665  0.049
P -0.456 1.897 -2.171  0.178
C -0.241 3.625 -2.842  -0.205
C 0.335 4.126 -4.157  -0.025
C 0.765 5.587 -4.006  0.043
C -0.357 6.487 -3.425  -0.007
C -0.922 6.369 -2.083  0.006
C 0.526 4.007 -1.660  0.787
C 0.592 0.613 -2.986  0.015
C 1.951 0.479 -2.295  0.001
C 2.655 -0.789 -2.777  0.001
C 2.800 -0.800 -4.297  0.002
C 1.443 -0.635 -4.980  -0.002
C 0.748 0.643 -4.507  0.015
H -4.560 -0.090 0.282  0.000
H -3.593 -0.235 1.744  -0.001
H -4.005 -1.677 0.814  0.000
H -2.408 -2.221 -2.784  -0.002
H -1.308 -4.322 -3.410  0.000
H 0.327 -5.378 -1.886  0.000
H 0.839 -4.341 0.280  0.000
H 1.546 -1.293 2.919  0.001
H 2.139 -0.572 0.646  0.003
H 2.357 -2.236 0.145  0.000
H 4.056 -0.563 2.019  0.000
H 4.554 -1.546 0.661  0.000
H 4.090 -2.355 3.515  0.000
H 5.231 -2.999 2.357  0.000
H 3.535 -4.719 2.832  0.000
H 3.272 -4.153 1.196  0.000
H 1.757 -3.420 3.733  0.000
H 1.102 -4.185 2.316  0.000
H -2.329 -1.922 2.598  -0.002
H -0.933 -4.608 2.832  0.000
H -2.016 -4.178 1.529  0.000
H -3.052 -5.417 3.540  0.000
H -3.905 -4.012 2.943  0.000
H -3.335 -4.351 5.598  0.000
H -3.533 -2.775 4.870  0.000
H -0.844 -4.183 5.132  0.000
H -1.413 -2.937 6.220  0.000
H 0.101 -2.117 4.327  0.000
H -1.387 -1.245 4.537  0.000
H -4.462 -0.878 -1.820  0.000
H -5.509 -0.016 -3.845  0.000
H -4.431 1.821 -5.124  0.000
H -2.253 2.693 -4.385  0.003
H -1.274 4.006 -2.683  0.014
H -0.377 3.999 -4.975  -0.002
H 1.212 3.538 -4.422  -0.008
H 1.043 5.985 -4.984  0.004
H 1.659 5.650 -3.382  -0.001
H -1.267 6.414 -4.041  0.009
H -0.076 7.552 -3.475  -0.006
H -0.579 6.457 0.108  0.003
H 1.139 6.035 -0.779  0.005
H -1.368 4.773 -0.541  -0.012
H 1.490 3.681 -1.284  0.037
H 0.001 -0.283 -2.739  -0.020
H 1.820 0.467 -1.209  0.015
H 2.570 1.353 -2.536  0.002
H 2.058 -1.654 -2.464  -0.001
H 3.630 -0.885 -2.294  0.000
H 3.283 -1.721 -4.627  0.000
H 3.454 0.025 -4.602  0.001
H 0.808 -1.495 -4.739  -0.001
H 1.557 -0.621 -6.066  0.001
H -0.223 0.760 -4.996  0.001
H 1.366 1.497 -4.794  -0.001
C 2.648 1.433 4.786  0.000
N 1.372 2.122 4.836  0.000
C 0.305 1.732 4.110  0.000
N -0.823 2.494 4.217  -0.001
O 0.317 0.698 3.425  0.012
H 2.909 1.021 5.760  0.000
H 3.435 2.110 4.455  0.000
H 2.563 0.623 4.068  0.001
H 1.302 2.963 5.381  0.000
H -0.764 3.436 4.563  -0.001
H -1.510 2.326 3.499  -0.001
Cl 2.129 2.478 1.330  0.023
C 0.497 4.612 0.977  0.568
Cl 0.720 5.803 2.141  0.102
Cl -0.122 5.393 -0.657  0.106
C 0.390 3.177 1.115  0.148
N -0.627 2.500 1.006  0.076

Summary:
* E_HOMO (spin up / spin down): -0.351 / -0.370 Eh
* LUMO energy (spin up / spin down): -4.110 / -4.139 eV
* multiplicity: 3
* charge: +1
* energy relative to the best compared isomer or geometry (same formula, charge and spin): 422.8 kcal per mole

=====

Record 2
Molecular formula: C41H62F3N5O14S4
Method: DFT, ωB97M-V with the def2-TZVPD basis set

Each line ends with the Löwdin charge.
Geometry (Å):
C -1.287 -1.139 -5.049  -0.055
C -0.472 -0.362 -5.991  -0.161
O -1.291 0.659 -6.686  0.058
C -1.354 1.857 -6.242  -0.419
O -0.898 2.265 -5.199  0.128
C -2.103 2.753 -7.308  -0.575
F -1.280 3.144 -8.272  0.177
F -3.095 2.080 -7.817  0.201
F -2.520 3.872 -6.704  0.152
H -0.772 -1.954 -4.612  0.048
H -2.267 -1.516 -5.418  0.108
H -1.552 -0.481 -4.199  0.073
H -0.225 -1.033 -6.774  0.116
H 0.432 0.094 -5.581  0.122
O -4.374 -0.246 5.599  -0.245
S -3.017 0.047 5.455  0.520
O -2.571 1.382 5.248  -0.270
O -2.345 -0.451 6.818  -0.252
C -1.040 0.087 7.099  -0.296
C -1.158 1.122 8.190  -0.062
C -2.290 -0.996 4.278  -0.126
H -0.537 0.511 6.232  0.103
H -0.499 -0.822 7.449  0.127
H -1.904 1.878 7.839  0.099
H -0.180 1.554 8.308  0.073
H -1.436 0.686 9.142  0.078
H -1.240 -0.653 4.092  0.072
H -2.926 -0.881 3.405  0.047
H -2.288 -2.013 4.550  0.065
O 3.620 -3.237 -4.081  -0.296
S 2.411 -2.473 -4.366  0.588
O 2.355 -1.666 -5.536  -0.272
O 1.144 -3.383 -4.549  -0.283
C 0.944 -4.600 -3.790  -0.218
C -0.245 -5.304 -4.444  -0.040
C 2.053 -1.592 -2.817  -0.093
H 0.616 -4.266 -2.788  0.098
H 1.844 -5.186 -3.770  0.118
H -1.174 -4.750 -4.165  0.103
H -0.356 -6.243 -3.999  0.058
H 0.003 -5.483 -5.453  0.070
H 1.456 -0.692 -3.029  0.061
H 2.997 -1.322 -2.385  0.051
H 1.520 -2.305 -2.221  0.029
O 6.040 2.785 -0.983  -0.269
S 5.048 1.797 -1.292  0.557
O 4.885 0.627 -0.462  -0.299
O 3.583 2.358 -1.385  -0.272
C 3.315 3.781 -1.508  -0.244
C 3.400 4.541 -0.222  -0.067
C 5.459 1.258 -2.913  -0.117
H 2.255 3.729 -1.797  0.130
H 3.934 4.190 -2.311  0.123
H 4.409 4.566 0.264  0.097
H 2.693 4.055 0.473  0.086
H 3.080 5.533 -0.460  0.074
H 6.496 0.974 -2.975  0.076
H 5.274 2.095 -3.571  0.067
H 4.825 0.454 -3.298  0.069
O -0.324 -2.960 -0.751  -0.273
S 0.392 -3.758 0.185  0.498
O 0.532 -5.146 -0.066  -0.268
O 1.821 -3.118 0.160  -0.259
C 2.974 -3.950 0.420  -0.237
C 4.176 -3.372 -0.272  -0.041
C -0.244 -3.495 1.751  -0.114
H 2.684 -4.993 0.106  0.127
H 3.146 -3.974 1.520  0.120
H 5.054 -3.944 -0.113  0.081
H 4.356 -2.354 -0.067  0.059
H 3.915 -3.360 -1.315  0.059
H -0.145 -2.454 1.976  0.041
H 0.498 -4.001 2.383  0.085
H -1.281 -3.853 1.779  0.097
N -5.097 -2.172 1.676  0.053
C -5.581 -1.047 2.235  -0.148
C -5.446 0.220 1.616  -0.064
C -5.021 0.265 0.288  -0.076
C -4.659 -0.942 -0.338  -0.084
C -4.631 -2.075 0.437  -0.176
H -6.160 -1.089 3.181  0.115
H -5.827 1.130 2.067  0.102
H -5.043 1.101 -0.373  0.086
H -4.377 -0.982 -1.379  0.077
H -4.164 -2.986 0.077  0.103
N 2.389 -1.485 3.885  0.060
C 3.711 -1.573 3.693  -0.126
C 4.633 -1.312 4.716  -0.055
C 4.112 -1.199 5.992  -0.078
C 2.739 -1.199 6.217  -0.065
C 1.940 -1.305 5.096  -0.177
H 4.089 -1.728 2.684  0.100
H 5.643 -1.438 4.476  0.086
H 4.830 -1.238 6.862  0.127
H 2.432 -1.149 7.240  0.096
H 0.843 -1.364 5.304  0.099
N -3.892 0.908 -2.938  0.044
C -3.229 2.056 -3.081  -0.154
C -3.715 3.223 -3.732  -0.053
C -4.974 3.147 -4.340  -0.086
C -5.710 1.969 -4.242  -0.046
C -5.126 0.871 -3.472  -0.121
H -2.238 2.133 -2.685  0.081
H -3.133 4.101 -3.699  0.093
H -5.424 4.027 -4.861  0.121
H -6.612 1.790 -4.796  0.090
H -5.694 -0.053 -3.330  0.100
N 1.913 4.042 4.119  0.036
C 1.428 5.258 4.392  -0.160
C 0.112 5.639 4.010  -0.065
C -0.665 4.727 3.227  -0.092
C -0.140 3.502 3.030  -0.091
C 1.180 3.194 3.433  -0.143
H 2.104 6.001 4.868  0.106
H -0.347 6.650 4.272  0.112
H -1.730 4.937 2.841  0.136
H -0.726 2.939 2.425  0.050
H 1.601 2.206 3.225  0.098
N -0.252 0.197 1.565  0.062
C -1.313 0.337 0.863  -0.173
C -1.238 0.520 -0.522  -0.043
C -0.007 0.516 -1.187  -0.052
C 1.153 0.217 -0.445  -0.067
C 0.960 0.118 0.917  -0.122
H -2.224 0.301 1.428  0.090
H -2.132 0.605 -1.090  0.053
H -0.129 0.558 -2.286  0.100
H 2.161 0.170 -0.900  0.087
H 1.736 -0.193 1.621  0.089

Summary:
* SMILES string: CCOC(=O)C(F)(F)F.CCOS(C)(=O)=O.CCOS(C)(=O)=O.CCOS(C)(=O)=O.CCOS(C)(=O)=O.c1ccncc1.c1ccncc1.c1ccncc1.c1ccncc1.c1ccncc1
* E_HOMO: -0.344 Eh
* LUMO energy: 0.407 eV

=====

Listing total energy for the structures above in their given order: -117274.550; -131127.395 eV.